1.
C4H6O2S | ωB97M-V with the def2-TZVPD basis set

Last column: Löwdin charge in e.
CARTESIAN COORDINATES (ANGSTROEM)
O 0.930 -1.361 -2.335  -0.1607
C 0.377 -1.738 -0.898  -0.1958
C -1.018 -1.085 -0.688  -0.0829
C -1.422 0.036 0.009  -0.0807
C -0.454 0.764 0.931  -0.8734
O -0.978 1.321 1.972  0.0187
S 1.105 1.033 0.540  0.7492
H 1.010 -0.337 -2.301  0.0944
H 0.175 -2.824 -0.784  0.1063
H 1.215 -1.293 -0.143  0.0784
H -1.818 -1.561 -1.293  0.1107
H -2.533 0.221 0.181  0.1289
H -0.247 1.725 2.480  0.1068

## Properties
- energy relative to the best compared isomer or geometry (same formula, charge and spin) (kcal/mol) = 46.72
- multiplicity = 1
- LUMO energy (eV) = -0.4
- total charge = 0
- HOMO (eV) = -9.09
- SMILES string = OC/C=C\C(O)=S
- calculated total energy (a.u.) = -704.605069

2.
C2H8FNSi | ωB97M-V with the def2-TZVPD basis set

Last column: Löwdin charge in e.
CARTESIAN COORDINATES (ANGSTROEM)
C 0.265 -1.472 -0.055  -0.1239
C 1.321 0.679 0.257  -0.1179
N 0.021 -0.034 0.061  -0.3473
F -2.555 -0.267 0.127  -0.2629
Si -1.386 0.862 -0.033  0.4651
H 0.937 -1.781 -0.944  0.1115
H 0.793 -1.868 0.732  0.0427
H -0.646 -2.063 -0.185  0.0781
H 1.870 0.500 -0.578  0.0338
H 1.123 1.750 0.475  0.0771
H 1.946 0.225 1.099  0.1088
H -1.634 1.591 1.187  -0.0349
H -2.056 1.879 -2.145  -0.0302

## Properties
- energy relative to the best compared isomer or geometry (same formula, charge and spin) (kcal/mol) = 57.61
- multiplicity = 1
- LUMO energy (eV) = -0.1
- total charge = 0
- HOMO (eV) = -8.71
- calculated total energy (a.u.) = -525.051333

3.
CH2N2OS | ωB97M-V with the def2-TZVPD basis set

Last column: Löwdin charge in e.
CARTESIAN COORDINATES (ANGSTROEM)
S 0.932 -1.002 1.901  0.6948
C 0.354 -0.353 0.588  -0.8273
N -1.292 0.010 -0.010  0.0618
O -0.529 0.449 -1.154  -0.1576
N 0.708 0.146 -0.597  -0.0066
H -1.666 0.822 0.474  0.0761
H 1.492 -0.073 -1.201  0.1588

## Properties
- energy relative to the best compared isomer or geometry (same formula, charge and spin) (kcal/mol) = 70.06
- multiplicity = 1
- LUMO energy (eV) = 0.6
- total charge = 0
- HOMO (eV) = -8.94
- SMILES string = S=c1[nH]o[nH]1
- calculated total energy (a.u.) = -622.065995

4.
C6H18N4O | ωB97M-V with the def2-TZVPD basis set

Last column: Löwdin charge in e.
CARTESIAN COORDINATES (ANGSTROEM)
C -2.233 -2.070 1.590  -0.0389
C -1.889 -0.811 0.769  -0.1359
N -0.474 -0.989 0.157  0.1396
C 0.394 0.185 -0.216  -0.4981
N 1.514 -0.485 -0.812  -0.0441
C 2.632 0.310 -1.337  -0.0628
O 0.396 1.050 0.813  -0.1507
C 1.163 0.944 2.126  0.0631
C -0.261 1.002 -1.443  -0.1941
N -0.407 0.429 -2.645  0.2582
N -0.913 2.079 -1.009  0.2593
H -1.949 -2.948 1.145  0.0481
H -1.862 -1.892 2.677  0.1278
H -3.389 -1.983 1.712  0.1394
H -1.710 0.172 1.300  0.1403
H -2.625 -0.573 -0.015  0.1342
H -0.561 -1.660 -0.502  0.1265
H 0.020 -1.418 0.978  0.1850
H 1.906 -1.121 -0.119  0.1362
H 2.466 1.366 -1.473  0.0816
H 3.447 0.294 -0.522  0.1170
H 2.994 -0.306 -2.311  0.1520
H 2.300 0.920 1.890  0.1243
H 0.774 -0.053 2.647  0.1267
H 0.844 1.853 2.753  0.1330
H 0.108 -0.511 -2.854  0.2053
H -0.745 0.955 -3.388  0.1180
H -0.622 2.578 -0.186  0.1441
H -1.320 2.683 -1.725  0.1648

## Properties
- energy relative to the best compared isomer or geometry (same formula, charge and spin) (kcal/mol) = 4.37
- multiplicity = 1
- LUMO energy (eV) = -7.6
- total charge = +2
- HOMO (eV) = -17.81
- SMILES string = CC[NH2+][C@](NC)(OC)C(N)=[NH2+]
- calculated total energy (a.u.) = -532.999031

5.
C2H2INO2S | ωB97M-V with the def2-TZVPD basis set

Last column: Löwdin charge in e.
CARTESIAN COORDINATES (ANGSTROEM)
C 0.272 0.317 0.708  -0.6865
C 0.448 0.216 -1.197  -0.6020
N -0.513 -0.839 1.212  -0.4305
O -1.091 -1.547 0.448  0.0894
O -0.503 -1.003 2.448  0.0379
S 0.819 1.538 1.566  0.8267
I -0.883 1.657 -1.999  0.7357
H 1.475 0.380 -1.743  0.0626
H -0.023 -0.719 -1.443  -0.0332

## Properties
- energy relative to the best compared isomer or geometry (same formula, charge and spin) (kcal/mol) = 86.72
- multiplicity = 1
- LUMO energy (eV) = -2.1
- total charge = 0
- HOMO (eV) = -9.66
- calculated total energy (a.u.) = -978.334726

6.
C5H10O2 | ωB97M-V with the def2-TZVPD basis set

Last column: Löwdin charge in e.
CARTESIAN COORDINATES (ANGSTROEM)
C 2.034 0.360 -0.700  -0.1091
C 0.744 -0.455 -0.838  -0.1935
O 0.787 -0.864 0.537  -0.1386
C 2.004 -0.129 0.755  -0.1779
H 2.876 0.012 -1.300  0.1026
H 1.906 1.437 -0.831  0.1075
H -0.132 0.157 -1.056  0.0741
H 0.764 -1.314 -1.517  0.1190
H 1.878 0.650 1.515  0.1144
H 2.828 -0.791 1.050  0.1119
C -2.276 -0.302 0.823  -0.0584
C -2.179 0.713 -0.282  -0.3522
O -1.765 1.841 -0.151  0.0314
H -3.326 -0.378 1.128  0.0850
H -1.958 -1.289 0.471  0.0798
H -1.660 -0.003 1.673  0.0831
H -2.526 0.356 -1.278  0.1207

## Properties
- energy relative to the best compared isomer or geometry (same formula, charge and spin) (kcal/mol) = 64.02
- multiplicity = 1
- LUMO energy (eV) = 1.1
- total charge = 0
- HOMO (eV) = -9.69
- SMILES string = C1COC1.CC=O
- calculated total energy (a.u.) = -346.923411

7.
C31H33HfN6O4 | ωB97M-V with the def2-TZVPD basis set

Last column: Löwdin charge in e.
CARTESIAN COORDINATES (ANGSTROEM)
Hf -0.136 -0.392 0.393  1.6008
C -1.250 -1.560 -3.840  -0.0267
C -1.322 -1.058 -2.534  -0.1069
N -0.298 -1.086 -1.701  0.0029
C 0.861 -1.670 -2.087  -0.1426
C 1.047 -2.138 -3.421  -0.1449
C -0.062 -2.071 -4.291  0.0204
C 2.305 -2.626 -3.812  -0.0391
C 3.353 -2.581 -2.924  -0.0598
C 3.173 -2.189 -1.602  -0.0024
C 1.918 -1.814 -1.117  -0.2048
N 1.568 -1.555 0.168  -0.0769
C 2.325 -1.745 1.282  -0.1957
C 3.382 -2.638 1.435  -0.0090
C 4.180 -2.633 2.577  -0.0594
C 3.957 -1.744 3.598  -0.0334
C 2.824 -0.913 3.554  -0.1383
C 2.502 -0.020 4.594  0.0288
C 1.334 0.689 4.533  -0.0171
C 0.482 0.495 3.442  -0.1088
N 0.773 -0.288 2.418  0.0069
C 1.951 -0.963 2.431  -0.1223
H -2.116 -1.521 -4.481  0.1148
H -2.243 -0.628 -2.160  0.1189
H 0.041 -2.442 -5.300  0.1264
H 2.439 -2.999 -4.813  0.1124
H 4.340 -2.887 -3.239  0.1133
H 4.028 -2.164 -0.948  0.1047
H 3.588 -3.360 0.660  0.1093
H 5.005 -3.326 2.636  0.1125
H 4.617 -1.681 4.447  0.1145
H 3.186 0.083 5.423  0.1284
H 1.070 1.394 5.303  0.1155
H -0.468 1.012 3.413  0.0997
C -1.288 3.095 1.547  -0.0033
C -0.538 2.586 0.314  -0.4908
C -0.227 3.737 -0.642  0.0077
O -1.270 1.520 -0.332  -0.1876
C 0.842 1.976 0.686  -0.6205
O 1.503 2.404 1.609  0.1067
O 1.158 1.008 -0.098  -0.1120
H -1.912 3.951 1.301  0.0905
H -0.560 3.398 2.298  0.0918
H -1.926 2.317 1.959  0.0486
H -1.140 4.187 -1.030  0.0973
H 0.384 3.389 -1.471  0.0816
H 0.337 4.494 -0.104  0.1096
H -1.113 1.632 -1.353  0.0358
N -3.355 2.023 -2.564  0.1585
C -2.296 2.062 -3.414  -0.3678
C -2.448 2.341 -4.780  -0.0049
C -1.342 2.283 -5.593  -0.0488
C -0.103 1.950 -5.044  -0.0555
C -0.034 1.712 -3.691  -0.1181
N -1.101 1.766 -2.896  0.0609
H -4.222 2.439 -2.855  0.1087
H -3.169 1.972 -1.574  0.0892
H -3.418 2.594 -5.173  0.1130
H -1.432 2.496 -6.647  0.1150
H 0.775 1.882 -5.661  0.1061
H 0.898 1.475 -3.196  0.1254
C -0.689 -3.297 0.705  -0.1852
O -1.136 -1.979 0.670  -0.4180
H -1.544 -3.980 0.618  0.0802
H -0.172 -3.507 1.654  0.0861
H 0.001 -3.533 -0.120  0.0758
C -3.967 -2.448 3.019  -0.0675
C -3.843 -0.953 3.336  -0.1851
C -2.889 -0.358 2.458  -0.1262
N -2.086 0.065 1.755  0.1423
H -4.712 -2.891 3.672  0.0828
H -3.018 -2.952 3.176  0.0819
H -4.268 -2.596 1.985  0.0866
H -3.498 -0.810 4.365  0.1344
H -4.808 -0.452 3.221  0.1327

## Properties
- multiplicity = 1
- LUMO energy (eV) = -2.8
- total charge = +1
- HOMO (eV) = -9.46
- calculated total energy (a.u.) = -1878.641056

8.
C12H25N4O4 | ωB97M-V with the def2-TZVPD basis set

Last column: Löwdin charge in e.
CARTESIAN COORDINATES (ANGSTROEM)
C 5.451 -1.477 1.109  0.0360
C 5.129 -0.197 1.819  -0.4404
O 5.910 0.321 2.590  0.1453
O 3.955 0.489 1.508  0.1211
C 2.844 -0.204 1.122  -0.4276
O 2.286 0.064 0.077  0.1402
C 2.246 -1.138 2.135  -0.0318
C 0.817 -1.486 1.802  -0.3085
C 0.625 -2.344 0.581  -0.1076
C -0.887 -2.540 0.334  -0.0994
N -1.719 -1.930 1.394  0.1159
C -1.329 -0.737 1.841  -0.3896
N -2.220 -0.001 2.483  0.2573
N -0.034 -0.265 1.717  0.1509
H 6.128 -1.291 0.295  0.1045
H 5.975 -2.093 1.818  0.0990
H 4.605 -2.036 0.738  0.0753
H 2.812 -2.043 2.292  0.1373
H 2.259 -0.616 3.084  0.1460
H 0.439 -2.057 2.639  0.1513
H 1.034 -1.910 -0.316  0.1138
H 1.134 -3.284 0.730  0.1258
H -1.183 -2.104 -0.604  0.1045
H -1.064 -3.601 0.314  0.1243
H -1.908 -2.566 2.157  0.1700
H -1.960 0.427 3.353  0.1380
H -3.164 0.110 2.168  0.1364
H 0.036 0.082 0.752  0.1384
C -1.887 2.133 -0.752  -0.0658
C -1.181 1.756 -2.048  -0.4255
C -1.688 2.522 -3.276  -0.2030
O -2.934 2.078 -3.766  -0.1829
C -4.075 2.618 -3.122  -0.0975
N -1.284 0.303 -2.216  0.0426
H -2.887 1.702 -0.688  0.0637
H -1.332 1.750 0.108  0.0468
H -1.974 3.214 -0.641  0.0883
H -0.122 2.006 -1.937  0.1386
H -0.979 2.354 -4.090  0.1274
H -1.709 3.603 -3.089  0.1258
H -3.909 3.653 -2.812  0.0935
H -4.369 2.016 -2.257  0.0723
H -4.894 2.597 -3.838  0.0919
H -0.745 0.016 -3.028  0.0829
H -2.246 0.106 -2.481  0.0745

## Properties
- energy relative to the best compared isomer or geometry (same formula, charge and spin) (kcal/mol) = 67.79
- multiplicity = 1
- LUMO energy (eV) = -3.9
- total charge = +1
- HOMO (eV) = -11.93
- calculated total energy (a.u.) = -991.977080

9.
C3H10N2 | ωB97M-V with the def2-TZVPD basis set

Last column: Löwdin charge in e.
CARTESIAN COORDINATES (ANGSTROEM)
C 0.815 2.508 0.618  -0.1395
N 1.530 2.929 1.605  0.0117
H 0.929 2.966 -0.420  0.0752
H 0.065 1.650 0.778  0.0643
H 1.353 2.419 2.417  -0.0028
C 0.200 -2.352 -1.273  -0.1103
N -0.448 -1.559 -0.161  -0.2009
C -1.787 -1.068 -0.526  -0.1878
H 0.511 -3.232 -0.782  0.0500
H -0.387 -2.869 -1.943  0.0479
H 0.940 -1.622 -1.504  0.0687
H 0.164 -0.686 0.183  0.1254
H -1.732 -0.347 -1.388  0.0825
H -2.209 -0.679 0.414  0.0708
H -2.575 -1.722 -0.775  0.0448

## Properties
- energy relative to the best compared isomer or geometry (same formula, charge and spin) (kcal/mol) = 70.72
- multiplicity = 1
- LUMO energy (eV) = 0.8
- total charge = 0
- HOMO (eV) = -8.61
- SMILES string = C=N.CNC
- calculated total energy (a.u.) = -229.696553

10.
C5H8O | ωB97M-V with the def2-TZVPD basis set

Last column: Löwdin charge in e.
CARTESIAN COORDINATES (ANGSTROEM)
C -1.277 -0.841 -0.488  -0.0668
C -0.497 0.450 -0.563  -0.2970
C -0.123 1.227 0.671  -0.0867
C 0.939 0.517 -0.118  -0.2271
C 1.602 -0.690 0.480  -0.2393
O 1.814 -1.712 -0.125  0.0618
H -1.078 -1.378 0.444  0.0800
H -2.355 -0.651 -0.538  0.0772
H -0.995 -1.507 -1.311  0.0832
H -0.728 1.056 -1.436  0.1324
H -0.395 0.794 1.633  0.1097
H -0.162 2.312 0.646  0.1004
H 1.613 1.121 -0.723  0.1449
H 1.905 -0.589 1.546  0.1272

## Properties
- energy relative to the best compared isomer or geometry (same formula, charge and spin) (kcal/mol) = 30.22
- multiplicity = 1
- LUMO energy (eV) = 1.0
- total charge = 0
- HOMO (eV) = -9.84
- SMILES string = C[C@H]1C[C@H]1C=O
- calculated total energy (a.u.) = -270.509741

11.
C7H7N2O3S | ωB97M-V with the def2-TZVPD basis set

Last column: Löwdin charge in e.
CARTESIAN COORDINATES (ANGSTROEM)
C -1.610 1.335 2.390  0.0243
N -0.857 0.508 1.451  -0.0824
N -0.763 1.071 0.280  -0.1989
O -1.265 2.093 -0.057  0.1922
C 0.057 0.300 -0.606  -0.1545
C 0.359 0.666 -1.893  0.0637
C 1.229 -0.162 -2.586  -0.0148
C 1.927 -1.130 -1.934  -0.0256
C 1.614 -1.577 -0.644  0.0382
C 0.636 -0.799 -0.016  -0.1676
S -0.440 -1.295 1.353  0.8623
O 0.054 -1.648 2.640  -0.1971
O -1.678 -1.735 0.784  -0.2063
H -1.225 1.064 3.323  0.0872
H -1.364 2.392 2.170  0.1120
H -2.692 1.513 2.207  0.1330
H -0.232 1.411 -2.361  0.1340
H 1.403 0.004 -3.664  0.1467
H 2.726 -1.566 -2.504  0.1290
H 2.120 -2.446 -0.333  0.1247

## Properties
- multiplicity = 1
- LUMO energy (eV) = -6.0
- total charge = +1
- HOMO (eV) = -14.78
- SMILES string = CN1[N+](=O)c2ccccc2S1(=O)=O
- calculated total energy (a.u.) = -1003.933820

12.
C20H27N3O4 | ωB97M-V with the def2-TZVPD basis set

Last column: Löwdin charge in e.
CARTESIAN COORDINATES (ANGSTROEM)
C -0.410 0.765 2.898  -0.1017
C -0.477 2.287 2.960  -0.2585
C 0.873 2.884 3.353  -0.2119
C 0.894 4.413 3.402  -0.1986
C 0.710 5.122 2.057  -0.1997
C 1.886 4.945 1.087  -0.1005
C 2.052 3.537 0.550  -0.5023
O 3.065 2.876 0.646  0.0724
N 0.961 3.093 -0.124  0.1095
N 0.801 1.763 -0.477  0.1330
C -0.436 1.289 -0.649  -0.3840
O -1.416 2.062 -0.592  0.0210
C -0.585 -0.149 -0.915  0.0245
C -1.860 -0.645 -1.121  -0.1930
O -2.935 0.119 -1.104  0.1120
C -2.041 -2.051 -1.359  -0.0688
C -3.322 -2.575 -1.570  -0.0010
C -3.501 -3.917 -1.793  -0.0759
C -2.391 -4.757 -1.806  -0.0651
C -1.123 -4.263 -1.600  -0.0111
C -0.912 -2.895 -1.375  -0.1236
N 0.339 -2.366 -1.175  0.0385
C 1.518 -3.218 -1.175  -0.1533
C 1.721 -3.912 0.173  -0.2273
C 2.947 -4.814 0.141  -0.1022
C 0.565 -1.023 -0.918  -0.3462
O 1.716 -0.640 -0.712  0.0409
H -1.365 0.351 2.579  0.0705
H 0.355 0.445 2.192  0.0645
H -0.164 0.351 3.874  0.0726
H -0.796 2.662 1.988  0.0785
H -1.232 2.588 3.690  0.1122
H 1.645 2.525 2.673  0.0959
H 1.133 2.513 4.349  0.1159
H 0.101 4.751 4.074  0.1104
H 1.847 4.730 3.832  0.1121
H 0.609 6.192 2.256  0.1107
H -0.222 4.796 1.594  0.0979
H 2.818 5.214 1.586  0.1242
H 1.748 5.615 0.235  0.1217
H 0.074 3.587 -0.134  0.1376
H 1.615 1.139 -0.444  0.1314
H -2.620 1.057 -0.906  0.0929
H -4.157 -1.892 -1.550  0.1200
H -4.488 -4.320 -1.956  0.1041
H -2.522 -5.816 -1.978  0.1082
H -0.296 -4.953 -1.612  0.1022
H 1.444 -3.941 -1.989  0.1236
H 2.372 -2.564 -1.369  0.1260
H 1.848 -3.146 0.939  0.1161
H 0.834 -4.497 0.428  0.1040
H 2.837 -5.589 -0.615  0.0720
H 3.089 -5.294 1.106  0.0713
H 3.838 -4.234 -0.089  0.0764

## Properties
- energy relative to the best compared isomer or geometry (same formula, charge and spin) (kcal/mol) = 14.95
- multiplicity = 1
- LUMO energy (eV) = -0.1
- total charge = 0
- HOMO (eV) = -8.70
- SMILES string = CCCCCCC(=O)NNC(=O)c1c(O)c2ccccc2n(CCC)c1=O
- calculated total energy (a.u.) = -1243.622891

Question: Look up the total charge of the tenth one.
Answer: 0

Question: Number 10 is which compound?
Answer: C5H8O